C32H47AsClF6MnN4O6S3 | wB97M-V/def2-TZVPD

Cartesian coordinates (Å):
Mn: 1.86860 -0.58163 0.63486
F: -0.44099 -3.59159 -0.65439
C: 0.02647 -3.28830 0.54777
F: -0.24750 -1.96285 0.75074
F: -0.61350 -3.96644 1.46818
S: 1.88075 -3.69613 0.63140
O: 2.59162 -2.40752 0.34689
O: 2.02616 -4.70837 -0.34294
N: 2.10764 -4.11785 2.10146
S: 2.31206 -2.87441 3.08714
O: 1.37934 -1.79095 2.76453
O: 3.68065 -2.51726 3.25860
C: 1.71658 -3.59839 4.68519
F: 1.86676 -2.65708 5.61571
F: 2.44216 -4.65152 4.99284
F: 0.44354 -3.92771 4.59220
C: 0.74126 2.24822 -2.60805
C: -0.07135 2.19489 -1.32201
As: 0.89478 1.67342 0.29146
C: -0.46370 1.78103 1.69319
C: -0.73401 3.22134 2.12804
C: 2.14665 3.15109 0.47498
C: 3.45170 2.96105 -0.28418
H: 0.06405 2.38815 -3.44974
H: 1.30498 1.33264 -2.79042
H: 1.44066 3.08242 -2.61077
H: -0.95034 1.56223 -1.43042
H: -0.43041 3.19445 -1.04538
H: -0.14124 1.15954 2.53087
H: -1.35338 1.31279 1.26209
H: 0.14091 3.67102 2.59633
H: -1.54368 3.22824 2.85815
H: -1.04273 3.85188 1.29342
H: 2.31020 3.31671 1.53802
H: 1.58331 4.00220 0.07641
H: 3.99699 2.07303 0.04209
H: 4.09472 3.82394 -0.11518
H: 3.29309 2.87674 -1.35805
C: 2.81010 6.02835 5.25733
C: 3.15618 4.76695 4.53128
C: 4.26232 4.71317 3.68722
C: 4.61629 3.53642 3.04465
C: 3.84480 2.40303 3.25261
C: 2.73193 2.42409 4.09080
C: 2.39340 3.60839 4.71584
S: 4.35230 0.90600 2.46890
C: 4.79460 -0.00832 3.93686
O: 3.03944 0.30837 1.90159
H: 3.13198 6.90635 4.70306
H: 3.31303 6.04711 6.22518
H: 1.74022 6.10168 5.44183
H: 4.85665 5.60303 3.53041
H: 5.47537 3.50688 2.38947
H: 2.13982 1.52951 4.24319
H: 1.53425 3.63911 5.37371
H: 3.90849 -0.21028 4.53263
H: 5.46920 0.66501 4.46673
H: 5.29814 -0.92330 3.65127
C: -3.53729 -2.18112 -5.69867
C: -3.21371 -0.83034 -5.05282
C: -2.49777 0.05669 -6.08382
C: -4.54000 -0.13639 -4.71178
C: -2.33797 -1.02603 -3.76408
O: -2.18850 0.23146 -3.08254
C: -2.85474 -2.09136 -2.77452
C: -4.11131 -1.76922 -1.95511
C: -4.06152 -2.42752 -0.60210
C: -4.04699 -3.81710 -0.47930
C: -3.98659 -4.42377 0.76257
C: -3.93969 -3.63273 1.90451
Cl: -3.84546 -4.38186 3.46157
C: -3.96217 -2.24885 1.81061
C: -4.02100 -1.65835 0.55762
C: -0.91741 -1.43559 -4.16714
N: 0.07732 -1.28607 -3.09863
C: -0.01656 -0.87879 -1.84885
N: 1.19365 -0.91046 -1.28275
C: 2.00593 -1.36153 -2.28795
N: 1.35822 -1.57884 -3.39458
H: -4.02272 -2.01064 -6.65848
H: -4.22078 -2.77302 -5.09152
H: -2.64560 -2.77527 -5.89422
H: -3.22805 0.43992 -6.79389
H: -1.75775 -0.49145 -6.66472
H: -2.01206 0.91563 -5.61855
H: -5.14706 -0.09796 -5.61503
H: -4.41261 0.90557 -4.40524
H: -5.11948 -0.65521 -3.95521
H: -2.99212 0.74357 -3.23413
H: -2.05346 -2.27847 -2.05747
H: -2.97940 -3.03353 -3.30887
H: -5.00967 -2.08920 -2.48522
H: -4.19714 -0.69055 -1.80529
H: -4.09762 -4.43956 -1.36371
H: -3.98272 -5.49968 0.85307
H: -3.94837 -1.64953 2.70889
H: -4.06543 -0.57764 0.48396
H: -0.53590 -0.84160 -4.99189
H: -0.89002 -2.48542 -4.45983
H: -0.94076 -0.61475 -1.37390
H: 3.06101 -1.53401 -2.17659

Cartesian forces, eV/Å:
0.23 -0.52 0.07
0.12 0.00 0.03
-0.15 -0.12 0.01
0.08 0.08 0.02
0.08 -0.02 -0.08
-0.48 -0.14 0.06
-0.05 -0.20 -0.10
0.24 -0.05 0.07
0.09 0.22 -0.02
-0.09 -0.27 0.11
0.04 0.25 -0.03
0.09 -0.01 0.14
-0.06 0.01 0.16
0.03 0.01 -0.13
0.04 0.03 -0.09
-0.05 0.02 -0.11
0.04 0.02 -0.04
-0.08 -0.06 0.09
-0.47 0.84 -0.05
0.04 -0.03 0.04
-0.01 -0.03 -0.03
-0.03 -0.03 0.02
0.07 -0.05 -0.03
0.00 0.00 0.00
-0.01 0.00 -0.01
0.02 0.00 0.01
0.01 -0.06 0.02
0.00 -0.10 -0.03
0.02 0.03 -0.01
0.05 0.01 0.03
0.01 0.00 0.01
0.01 -0.01 -0.01
0.00 -0.01 0.00
-0.02 -0.01 -0.02
0.05 -0.06 0.08
-0.02 0.05 -0.01
0.02 0.01 -0.01
0.01 -0.01 0.00
-0.04 0.05 0.03
0.01 -0.05 -0.03
0.00 -0.01 -0.01
-0.10 -0.01 0.00
-0.03 -0.06 0.07
0.03 0.00 -0.08
0.01 -0.01 -0.03
0.12 0.18 -0.03
-0.04 0.01 -0.07
-0.09 -0.14 -0.03
0.01 0.05 -0.02
0.01 0.01 0.04
-0.02 0.01 0.01
0.03 0.03 0.01
0.08 -0.01 -0.04
0.00 -0.02 0.02
-0.02 0.00 0.02
-0.02 -0.02 0.02
0.04 -0.02 0.00
-0.02 -0.06 -0.01
-0.03 0.05 0.01
0.05 -0.09 0.06
0.01 -0.02 0.03
-0.01 -0.02 0.01
-0.11 -0.02 -0.10
-0.04 0.16 0.00
0.01 0.03 -0.04
0.00 0.06 -0.04
-0.06 -0.03 0.14
0.00 0.15 -0.01
0.02 0.11 0.15
0.04 0.06 -0.08
0.01 -0.01 0.02
0.03 -0.21 0.02
0.02 -0.07 -0.13
-0.09 -0.08 -0.14
0.03 0.18 0.21
-0.19 -0.03 0.13
-0.08 0.20 -0.08
0.19 0.03 -0.15
0.30 -0.15 0.01
-0.02 0.01 -0.04
-0.03 -0.03 0.03
0.08 -0.04 -0.01
-0.03 0.00 -0.04
0.07 -0.03 -0.01
0.00 0.04 0.02
-0.02 0.01 -0.02
0.00 0.08 0.02
-0.02 -0.01 0.01
0.03 -0.03 0.02
-0.03 -0.07 -0.02
0.01 -0.01 0.00
0.01 -0.02 0.01
-0.01 -0.02 -0.02
-0.01 -0.02 -0.05
0.00 -0.06 0.02
-0.01 0.02 0.06
-0.01 0.04 -0.02
-0.02 0.05 0.02
-0.01 0.04 -0.01
-0.02 0.07 0.03
0.09 -0.01 -0.02

## Properties
energy above the lowest of the compared OMol25 structures with the same formula, charge and spin	1.526	eV
total charge	+2
⟨S²⟩	6.27
molecular weight	959.25	g mol⁻¹
spin multiplicity	5
gap between HOMO and LUMO (alpha / beta)	4.293 / 6.420	eV
largest force on an atom	0.0188	Eh/bohr

These are the Löwdin partial charges, in e, on atoms 1 to 5: number 1, Mn, carries 0.874; number 2, F, carries 0.160; number 3, C, carries -0.623; number 4, F, carries 0.050; number 5, F, carries 0.189